(1)
The following is a DFT calculation (wB97M-V/def2-TZVPD) of C28H43DyF9OP2 as an isolated structure.

Atoms and positions in Å:
C (1.46, 5.80, -2.76)
H (0.81, -3.51, -1.84)
H (0.53, 0.98, 2.92)
C (2.01, 3.34, -3.08)
H (-1.82, -1.14, -3.63)
C (-0.76, 2.70, 0.60)
C (2.06, -4.29, 0.92)
P (-0.24, -1.30, -1.81)
H (2.07, -1.00, -1.12)
H (-3.24, -3.35, 4.09)
C (-3.20, 0.16, 2.98)
O (0.59, -2.55, 1.76)
H (-2.03, -2.07, 4.23)
F (0.95, -4.89, 0.42)
H (1.60, 2.13, 2.05)
C (2.99, 4.56, -0.41)
H (0.99, 1.83, -1.55)
F (2.96, -5.26, 1.23)
C (-3.47, -2.16, 0.03)
H (0.11, 6.12, -1.09)
H (4.87, 4.26, -1.32)
H (-1.70, -4.77, 1.33)
H (-0.27, -0.36, -4.03)
H (-1.44, 0.47, -2.96)
H (1.39, 5.30, 0.74)
H (-0.68, -3.44, -2.83)
F (4.01, -3.28, 2.63)
H (-1.61, -3.61, 3.45)
C (-2.65, -4.49, 0.85)
C (1.24, 1.01, -0.87)
H (1.71, -0.16, -2.65)
H (0.78, 6.44, -3.35)
C (1.19, 6.14, -1.27)
H (4.12, 3.40, -3.49)
H (0.19, 4.25, -3.61)
C (-3.24, -0.96, 2.00)
F (0.85, -3.48, 4.32)
H (2.48, 6.11, -3.02)
H (-3.09, -3.23, -1.78)
H (3.65, 2.37, -2.15)
H (-2.29, 0.13, 3.59)
C (3.84, 4.47, -1.65)
H (-1.55, 2.77, -0.16)
H (-3.26, 1.14, 2.49)
H (-3.77, 0.35, -1.12)
C (0.24, -2.90, -2.55)
H (3.44, 4.06, 0.45)
C (1.31, -4.24, 3.30)
H (-3.44, -5.11, 1.29)
C (1.35, -0.33, -1.62)
F (3.14, -1.59, 1.51)
C (1.67, -3.37, 2.09)
Dy (-0.94, -1.50, 0.86)
H (-4.05, 0.10, 3.67)
C (-2.40, -2.86, 3.57)
H (3.88, 5.42, -2.19)
F (2.35, -4.99, 3.74)
C (-3.62, -0.87, 0.62)
H (-5.24, 0.38, -0.13)
H (1.68, 2.37, -3.49)
H (-0.04, 3.53, 0.45)
H (1.50, 7.19, -1.11)
H (-4.80, -2.99, -1.43)
F (2.67, -1.83, 3.62)
C (-1.02, -0.50, -3.24)
H (0.83, -2.72, -3.46)
H (2.22, 1.27, -0.45)
P (0.03, 1.07, 0.54)
C (-4.13, 0.34, -0.08)
C (1.86, 5.25, -0.25)
H (-3.79, 1.26, 0.41)
F (2.59, -3.55, -0.10)
C (-2.85, -2.31, 2.26)
H (-2.58, -4.75, -0.22)
F (0.28, -5.08, 2.97)
H (-1.24, 2.82, 1.59)
H (1.92, 0.35, 1.98)
C (-3.81, -2.52, -1.37)
C (2.89, -2.52, 2.47)
C (3.44, 3.34, -2.62)
H (-3.84, -1.64, -2.02)
C (-2.98, -3.04, 1.03)
C (1.14, 1.13, 2.01)
C (1.18, 4.38, -3.15)

largest force on an atom: 2.266 eV Å⁻¹
total charge: +1
LUMO level (alpha / beta): -3.84 / -2.82 eV
2S+1: 6



(2)
The following is a DFT calculation (wB97M-V/def2-TZVPD) of C28H44AgF6N2P5 as an isolated structure.

Atoms and positions in Å:
C (-3.07, 3.48, -0.61)
C (4.12, 1.02, 1.80)
Ag (0.85, 0.33, 0.54)
H (-3.24, 4.08, -1.51)
F (-0.87, -0.56, -4.57)
H (-2.00, -4.05, 1.20)
P (-0.59, -1.65, 0.87)
C (6.48, 1.13, 2.27)
C (5.13, 1.20, 2.70)
H (-2.03, -2.97, -1.57)
F (0.35, -0.20, -2.59)
N (-4.01, 0.42, 0.07)
H (2.35, 2.07, -2.18)
H (4.06, 2.49, -1.52)
C (6.85, 0.77, 1.03)
C (-1.97, 2.50, -1.08)
H (4.87, -1.05, -2.09)
C (-2.46, 1.62, -2.27)
H (-0.44, -2.40, -2.12)
H (-8.22, -1.24, -0.36)
H (2.58, 2.12, 4.44)
C (2.33, 3.31, 2.00)
C (-2.79, 0.08, 0.34)
C (-5.54, -2.96, 0.70)
P (-1.47, 1.38, 0.42)
H (-1.11, -2.78, 2.92)
H (2.50, 0.36, 4.33)
F (1.03, -1.83, -4.12)
H (0.02, 2.55, -1.95)
H (-6.57, 0.68, -0.22)
F (0.54, 1.36, -4.25)
H (1.68, 3.69, 1.23)
C (-1.01, -4.30, 0.81)
C (-0.38, -3.16, -0.03)
F (1.07, -0.26, -5.83)
H (-4.03, 3.05, -0.24)
H (1.90, 3.71, 2.96)
H (-0.81, -4.12, -2.03)
C (5.85, 0.46, 0.13)
H (1.02, 1.26, 4.05)
H (4.99, 1.41, 3.77)
H (-1.66, 1.77, 2.85)
C (1.12, -3.41, -0.21)
H (-0.37, -4.46, 1.71)
C (4.52, 0.61, 0.44)
H (1.34, -4.46, -0.47)
H (-1.74, 3.38, 2.00)
H (-3.11, 2.34, 2.07)
H (-7.61, -3.46, 0.47)
C (2.10, 1.26, 3.96)
H (-0.82, -1.03, 3.26)
H (0.55, -2.03, 3.03)
H (-1.06, -5.19, 0.16)
H (-3.37, 1.12, -2.00)
C (3.40, 1.69, -1.96)
H (-2.61, 4.13, 0.13)
C (-6.86, -2.69, 0.44)
C (-2.39, -1.27, 0.61)
C (-0.46, -1.92, 2.69)
P (0.73, -0.24, -4.24)
C (-4.60, -1.92, 0.63)
F (2.32, 0.08, -3.87)
C (-0.73, 3.20, -1.47)
H (3.27, -1.76, -2.21)
H (4.21, -1.98, -0.75)
H (-1.70, 0.90, -2.66)
H (7.88, 0.71, 0.68)
C (3.98, -1.29, -1.53)
H (3.72, 1.27, -2.91)
C (-7.23, -1.39, 0.01)
H (7.26, 1.49, 2.94)
H (1.56, -2.81, -1.00)
H (3.33, 3.73, 1.94)
P (2.42, 1.46, 2.13)
H (-0.93, 4.02, -2.13)
H (-5.17, -3.92, 1.04)
P (3.24, 0.25, -0.80)
C (-0.96, -3.13, -1.49)
H (-2.61, 2.31, -3.11)
C (-6.29, -0.38, 0.01)
C (-2.03, 2.36, 1.97)
H (1.69, -3.20, 0.66)
H (6.04, 0.12, -0.90)
N (-3.21, -2.22, 0.82)
C (-4.92, -0.64, 0.25)
H (-0.20, 3.65, -0.63)

largest force on an atom: 3.236 eV Å⁻¹
energy relative to the best compared isomer or geometry (same formula, charge and spin): 0.0 kcal/mol
total charge: +1
LUMO level (alpha / beta): -3.66 / -6.04 eV
2S+1: 2



(3)
The following is a DFT calculation (wB97M-V/def2-TZVPD) of C28H44BBrCeGeN8O2 as an isolated structure.

Atoms and positions in Å:
H (3.41, 3.86, -0.33)
C (4.53, 0.71, 3.66)
C (-1.79, 2.55, -2.54)
H (-4.47, 3.33, -4.44)
C (-0.93, 3.57, -2.91)
H (-3.96, -0.91, -0.01)
N (2.53, 0.09, 2.31)
N (1.00, 2.06, 1.81)
H (0.48, -3.61, -0.14)
C (-0.28, -4.82, -3.13)
H (3.75, 1.39, -3.03)
N (2.61, 1.10, 0.00)
H (-1.21, 4.32, 2.55)
O (-0.14, 1.57, -1.12)
C (-3.05, 2.45, -3.08)
H (0.90, -3.51, 3.68)
H (5.15, 0.23, 4.41)
C (1.74, 4.41, 2.20)
H (0.24, -5.62, -2.60)
H (0.07, 3.61, -2.48)
H (-2.63, 0.59, 1.97)
H (2.24, -4.11, 2.72)
H (5.16, 1.04, 2.84)
H (-3.27, -5.35, -2.25)
H (0.46, -4.21, -3.65)
C (3.34, 1.79, -0.91)
O (-2.13, 0.62, -1.16)
H (-2.71, -3.28, 3.21)
C (-2.41, -2.72, 2.32)
N (1.71, -0.98, 2.06)
H (1.42, -0.66, -3.61)
H (0.84, -3.41, 1.91)
N (2.07, 0.00, -0.59)
H (-3.17, 2.17, 1.44)
C (-0.65, 3.43, 2.30)
H (2.52, 4.16, 2.92)
C (-1.14, 2.13, 2.11)
H (-1.54, -2.06, -3.81)
C (3.27, 1.11, -2.11)
H (4.09, 1.61, 4.11)
C (2.15, -1.97, 2.82)
C (-1.37, 4.51, -3.83)
H (-0.96, -5.26, -3.87)
N (-1.40, -1.70, 2.58)
C (-2.55, 1.65, 2.17)
H (1.44, -1.84, -2.28)
H (2.90, -1.55, -3.26)
H (4.74, 2.90, 0.29)
C (-3.62, -2.09, 1.67)
C (-2.22, -2.39, -3.01)
H (-1.95, -3.41, 1.60)
H (-4.05, -1.34, 2.33)
Br (-0.21, 5.92, -4.34)
C (2.46, 0.00, -1.86)
H (-3.11, -2.83, -3.48)
H (2.23, 4.61, 1.25)
C (4.08, 3.04, -0.57)
H (-2.41, -5.74, -0.73)
C (3.48, -0.24, 3.21)
B (2.39, 1.39, 1.51)
C (-1.32, 1.51, -1.53)
H (3.87, -2.15, 4.25)
C (-3.48, 3.40, -4.00)
C (3.28, -1.56, 3.56)
H (3.23, 2.18, 1.87)
C (1.50, -3.32, 2.78)
H (1.26, 5.34, 2.52)
H (-0.50, -2.12, 2.76)
H (-4.39, -2.86, 1.52)
H (-1.63, -1.14, 3.39)
C (-2.64, 4.44, -4.37)
Ce (-0.37, -0.56, 0.09)
H (-2.96, 5.19, -5.09)
N (-0.14, 1.31, 1.82)
Ge (-1.27, -3.72, -1.84)
H (-2.98, 1.84, 3.16)
C (0.71, 3.34, 2.10)
H (4.68, 3.34, -1.43)
C (2.03, -1.08, -2.80)
N (-3.22, -1.44, 0.43)
H (-3.69, 1.63, -2.77)
C (-0.33, -2.92, -0.43)
H (-3.54, -4.38, -0.78)
H (-2.87, -2.13, -0.24)
C (-2.78, -4.93, -1.36)
H (-2.53, -1.50, -2.46)

largest force on an atom: 2.860 eV Å⁻¹
energy relative to the best compared isomer or geometry (same formula, charge and spin): 12.5 kcal/mol
total charge: -1
LUMO level (alpha / beta): 2.29 / 2.29 eV
2S+1: 2



(4)
The following is a DFT calculation (wB97M-V/def2-TZVPD) of C28H44BeBrN3P2 as an isolated structure.

Atoms and positions in Å:
H (-2.41, -7.60, -4.17)
H (1.74, 1.35, -2.14)
H (-0.75, 3.57, 3.29)
H (0.84, 2.78, -1.03)
H (-0.50, 3.73, -0.45)
H (1.51, 4.13, 4.13)
H (-2.61, 0.41, -2.66)
C (-3.60, -3.92, -2.86)
H (-0.97, -1.30, 6.75)
H (1.77, -2.08, 0.35)
H (-6.95, -6.29, -5.60)
Be (-0.26, -0.15, -0.16)
C (-5.15, -5.59, -4.61)
H (-3.41, 4.18, 4.39)
H (-1.31, -0.11, -4.47)
P (-1.37, 1.90, 4.85)
H (-1.24, 4.10, -2.91)
H (-2.56, 3.25, -0.09)
H (0.05, 0.13, -3.34)
C (-4.05, 1.78, -0.72)
C (-0.19, 2.78, 3.82)
H (0.23, 2.06, 3.09)
H (-0.99, -3.54, -3.06)
C (-0.19, 3.08, -1.28)
P (-1.21, 1.57, -1.14)
C (-3.50, -2.29, -1.05)
C (-3.79, 3.23, 4.79)
H (-3.93, -9.14, -5.41)
H (-4.27, 2.29, -1.67)
C (-4.26, -8.13, -5.17)
H (-3.18, -1.24, 0.80)
C (3.36, -0.05, -1.63)
C (-5.94, -6.55, -5.28)
H (-4.79, 2.10, 0.02)
H (-0.42, 1.43, -4.48)
H (-3.57, 1.09, 4.52)
C (-2.84, -3.02, -2.07)
C (-0.22, 3.86, -2.59)
H (-4.14, 0.69, -0.86)
H (0.32, 4.80, -2.44)
Br (-0.86, -0.39, 2.01)
C (0.90, 3.42, 4.70)
C (2.12, 0.51, -1.58)
H (-4.58, -2.33, -0.98)
C (-1.44, -3.00, -2.22)
C (-3.40, -7.26, -4.48)
C (-1.40, -0.32, 6.52)
C (-2.72, -1.66, -0.09)
H (1.57, 2.67, 5.13)
C (-0.81, 0.63, -3.82)
H (-3.71, 3.27, 5.88)
H (-2.98, 2.04, 3.11)
H (0.19, 0.11, 5.10)
H (0.38, -2.56, -1.22)
C (-0.91, 0.18, 5.16)
H (0.29, 3.31, -3.39)
N (3.32, -1.17, -0.80)
C (-2.67, 2.15, -0.18)
H (-1.34, -0.43, 4.34)
H (-2.49, -0.43, 6.54)
H (4.08, -1.82, -0.62)
C (-3.85, -5.96, -4.19)
H (-2.50, 1.71, 0.82)
H (-5.59, -4.61, -4.43)
H (-1.12, 0.37, 7.33)
N (-5.49, -7.78, -5.55)
H (-4.67, -3.74, -2.88)
C (-1.83, 1.17, -2.81)
H (-2.33, 2.08, -3.20)
H (4.23, 0.24, -2.19)
C (-3.05, -5.02, -3.42)
C (-3.05, 2.01, 4.20)
N (1.34, -0.22, -0.66)
H (0.46, 3.98, 5.54)
H (-4.86, 3.18, 4.55)
C (2.10, -1.25, -0.26)
C (-0.70, -2.39, -1.23)
H (-2.00, -5.28, -3.24)
C (-1.36, -1.58, -0.31)

largest force on an atom: 1.419 eV Å⁻¹
energy relative to the best compared isomer or geometry (same formula, charge and spin): 0.0 kcal/mol
total charge: +2
LUMO level (alpha / beta): -6.97 / -7.80 eV



(5)
The following is a DFT calculation (wB97M-V/def2-TZVPD) of C28H44BiCl2NP as an isolated structure.

Atoms and positions in Å:
C (4.40, -1.20, -1.41)
C (5.47, -1.06, -2.32)
H (-3.47, 0.74, 4.89)
Cl (2.66, 1.83, 0.62)
H (-4.20, -0.63, 0.94)
C (4.09, -1.89, -4.12)
C (3.02, -2.05, -3.23)
H (-1.86, -3.97, -0.04)
P (-1.29, 0.41, 0.44)
H (-4.11, -4.49, -0.97)
H (-1.99, 1.22, -4.47)
H (-3.81, 2.55, -3.45)
C (5.31, -1.40, -3.66)
H (8.75, -1.24, 3.84)
H (0.40, 1.78, -4.06)
H (2.08, -2.45, -3.59)
C (3.17, -1.72, -1.89)
C (-2.83, 2.51, -2.97)
H (-4.08, -3.10, 1.09)
H (6.42, -0.67, -1.96)
C (-1.96, 2.77, 1.84)
H (-3.63, 3.25, 4.87)
C (-2.19, -3.46, -0.95)
C (7.75, -1.27, 3.37)
C (-4.32, -2.63, 0.13)
C (6.89, -0.11, 3.88)
N (4.60, -0.14, 2.61)
H (-0.58, 0.05, -2.57)
C (-3.77, -1.19, 0.12)
C (-0.39, 1.05, -2.17)
H (-0.54, -2.04, -0.89)
H (-0.07, 3.05, -2.92)
C (-2.23, -1.21, 0.21)
H (-0.93, 2.73, 2.22)
C (-2.96, 2.73, 4.18)
C (-1.74, 2.18, -3.99)
C (-2.86, 3.50, 2.85)
H (3.97, -2.15, -5.17)
H (-1.96, 2.70, 4.65)
H (-4.47, 1.32, 3.55)
C (-2.54, 0.57, 2.93)
H (-3.86, 3.61, 2.42)
H (-3.46, 1.38, 1.15)
H (-1.78, -4.03, -1.80)
H (-1.53, 0.47, 3.35)
H (2.36, -1.88, -1.20)
H (-3.63, 1.75, -1.10)
C (-1.48, 1.41, -1.14)
C (-2.45, 1.33, 1.59)
H (-2.47, 4.51, 3.03)
H (6.76, -0.20, 4.98)
C (4.58, -0.80, -0.03)
H (-5.42, -2.61, 0.05)
H (-4.05, -3.05, -1.97)
Cl (2.12, -2.34, 1.62)
H (-1.93, 3.33, 0.91)
C (-1.64, -2.03, -0.95)
C (-3.44, 1.30, 3.94)
H (7.87, -1.20, 2.26)
C (-0.37, 2.06, -3.32)
H (-1.97, -1.75, 1.13)
H (-1.71, 2.94, -4.78)
H (-2.64, 3.51, -2.55)
C (5.59, -0.14, 3.22)
H (6.15, -1.27, -4.35)
H (0.59, 1.00, -1.67)
H (7.27, -2.24, 3.61)
H (-4.08, -0.69, -0.81)
H (-1.23, 2.42, -0.78)
C (-2.85, 1.49, -1.82)
H (7.39, 0.85, 3.64)
H (-1.90, -1.55, -1.90)
H (-2.92, -0.45, 2.77)
H (5.62, -0.66, 0.27)
H (-3.11, 0.50, -2.23)
Bi (3.16, -0.38, 1.05)
C (-3.73, -3.47, -1.01)

largest force on an atom: 10.133 eV Å⁻¹
energy relative to the best compared isomer or geometry (same formula, charge and spin): 93.8 kcal/mol
total charge: -1
LUMO level: 2.29 eV



(6)
The following is a DFT calculation (wB97M-V/def2-TZVPD) of C28H44BrClKN3O4SbSi3 as an isolated structure.

Atoms and positions in Å:
H (-4.37, -0.50, -2.68)
N (0.76, 2.29, -2.55)
H (-1.99, -3.95, 3.16)
O (4.33, -0.55, 2.96)
H (0.54, -2.99, 2.67)
C (-4.31, -0.40, -1.60)
N (1.01, -1.22, 3.60)
H (-1.80, -1.33, -5.31)
C (-2.02, -1.66, -4.28)
Si (-1.09, -0.41, -3.19)
H (-2.43, -2.01, 1.54)
C (2.59, 4.20, 1.29)
K (2.47, 0.38, 1.37)
H (-1.29, 3.56, 2.07)
H (-3.50, -0.60, 1.49)
C (1.75, -3.57, -0.09)
H (3.54, 2.17, -0.63)
H (3.27, 4.42, 0.46)
H (-0.88, -4.83, 4.20)
H (0.70, 2.61, -4.57)
H (-4.23, -3.41, -1.11)
O (4.62, -0.93, 0.67)
H (2.15, -2.07, 1.38)
C (-0.23, 3.80, 2.25)
C (-3.26, -1.54, 1.00)
Si (-2.90, -1.41, -0.85)
H (1.02, -4.77, -1.73)
H (-5.25, -0.77, -1.17)
H (-0.44, 0.05, 6.34)
Si (0.86, 3.69, 0.71)
H (-1.37, 2.08, -3.36)
H (-0.94, -0.34, 1.89)
H (-2.31, -4.06, 4.89)
H (1.44, -0.23, -3.11)
H (0.29, 6.06, 0.14)
O (6.51, -0.78, 2.09)
H (-2.58, -3.88, -0.72)
C (0.30, -2.34, 3.50)
C (-1.19, -0.68, -1.30)
C (3.51, 2.62, -2.71)
H (-3.11, -1.65, -4.17)
H (-3.02, -3.48, -2.39)
C (0.68, -0.63, -3.79)
N (0.64, -1.44, 0.16)
H (0.89, -1.69, -3.95)
Sb (-1.18, 1.36, -0.28)
C (-1.15, 0.72, 1.80)
C (1.36, 2.57, -3.70)
H (-0.32, 1.27, 2.24)
H (-1.69, -2.70, -4.22)
H (0.75, 5.18, -1.33)
C (-1.52, -3.95, 4.14)
H (3.15, 3.00, -4.82)
H (-2.93, 1.25, -3.49)
H (-0.20, 4.84, 2.59)
C (0.81, 2.07, -0.14)
H (-1.79, -2.03, 6.12)
Cl (5.20, -0.29, 1.84)
C (1.49, 2.22, -1.41)
C (-3.18, -3.21, -1.35)
H (0.11, 3.18, 3.09)
C (-0.01, -2.91, -1.57)
H (-4.13, -2.21, 1.08)
C (2.91, 2.33, -1.50)
H (-4.22, 0.66, -1.36)
C (1.55, -2.34, 0.52)
C (-1.87, 1.20, -3.76)
C (-0.73, -2.69, 4.37)
C (-0.26, -0.65, 5.55)
H (2.52, -4.24, 0.25)
H (-0.84, 4.92, -0.62)
C (2.72, 2.77, -3.85)
H (0.79, -0.12, -4.75)
Br (1.72, 1.20, 4.72)
C (0.93, -3.84, -1.18)
C (0.73, -0.41, 4.60)
C (0.21, 5.10, -0.38)
H (-0.64, -3.13, -2.42)
C (-1.00, -1.81, 5.41)
C (-0.15, -1.69, -0.89)
H (-1.81, 1.21, -4.86)
H (-2.07, 0.98, 2.33)
H (4.58, 2.70, -2.75)
O (5.21, 1.14, 1.60)
H (2.51, 5.11, 1.89)
H (3.07, 3.44, 1.91)

largest force on an atom: 0.951 eV Å⁻¹
energy relative to the best compared isomer or geometry (same formula, charge and spin): 8.8 kcal/mol
total charge: -1
LUMO level: 2.12 eV